Molecular formula: C7H9BO2
Method: DFT, ωB97M-V/def2-TZVPD

The geometry in ORCA input format:
```
! wB97M-V def2-TZVPD RIJCOSX def2/J DEFGRID3
* xyz 0 1
B 1.65311 0.62019 0.07214
C -1.72892 1.26064 -0.44845
C -0.61078 2.12152 0.10940
C -2.08640 0.06129 -0.07327
C 0.61906 1.73438 0.16342
C -0.07806 -1.34553 0.25470
C 0.50613 -2.28263 -0.42568
C -1.26840 -0.79521 0.89287
O 2.23199 0.26334 1.33630
O 2.42183 0.25726 -1.07823
H -2.13848 1.92853 -1.17774
H -0.78021 3.19594 -0.05877
H -2.80169 -0.48823 -0.61173
H 0.11169 -3.34116 -0.47552
H 1.52337 -2.04113 -0.97192
H -0.83651 -0.22176 1.69613
H -1.87634 -1.58643 1.55859
H 3.19181 0.30982 1.12782
H 1.94682 0.34917 -1.89004
*
```

Output
Relative energy (zero: lowest compared OMol25 entry of this formula, charge and spin) (kJ/mol): 620.05
HOMO (spin up / spin down) (eV): -8.62 / -8.14
Gap between HOMO and LUMO (spin up / spin down) (eV): 8.4 / 7.5
Calculated total energy (eV): -12172.1575